# C4H25N2O6

A cluster of 7 separate species, C4H25N2O6 in total at a distorted geometry (ωB97M-V/def2-TZVPD, OMol25).

Structure (XYZ):
```
37
Properties=species:S:1:pos:R:3:forces:R:3:nbo_charge:R:1
C 1.179330 0.268104 -2.353336 0.171 -0.137 -0.418 -0.642
C -0.289561 0.166698 -1.947440 0.235 -0.541 -0.743 -0.036
C -1.013749 1.507314 -2.108685 -0.098 0.291 0.303 -0.436
C -2.380615 1.554958 -1.407992 0.236 0.236 0.515 -0.235
N -2.226763 2.130995 -0.040705 -1.061 -1.000 0.606 -0.885
N -0.354957 -0.284737 -0.491549 -1.564 1.456 -1.344 -0.739
H 1.708661 0.965218 -1.717057 0.070 0.351 0.194 0.226
H 1.743608 -0.668290 -2.321366 -0.372 -0.182 0.195 0.227
H 1.281096 0.608854 -3.388876 -0.223 0.115 0.187 0.242
H -0.778187 -0.629168 -2.577063 0.273 0.723 0.819 0.218
H -1.164844 1.747717 -3.160719 0.238 -0.302 -0.108 0.243
H -0.360947 2.311091 -1.710336 -0.320 -0.340 -0.104 0.219
H -3.105929 2.125272 -1.967245 -0.080 0.291 -0.443 0.202
H -2.804597 0.548203 -1.361342 0.059 0.019 0.345 0.204
H -2.137496 3.132989 -0.095101 0.143 0.315 -0.228 0.372
H -3.104466 1.987037 0.507945 0.957 0.019 -0.653 0.381
H -1.117752 -0.951720 -0.339620 -0.473 -0.475 0.240 0.469
H 0.490403 -0.688652 -0.206630 1.826 -0.840 0.758 0.441
H -0.572610 0.516669 0.118116 0.160 -0.029 0.107 0.462
H -0.744241 1.861532 1.784983 -0.654 0.182 -0.114 0.492
H 0.666545 1.428665 2.017271 0.729 -0.190 0.066 0.510
O -0.243810 1.167113 2.216363 -0.237 0.030 -0.053 -1.003
H -1.813923 -1.126230 3.699640 0.384 -0.324 -0.789 0.492
H -0.967503 -0.381120 2.689245 0.740 1.309 -0.272 0.507
O -1.340356 -1.239998 2.846548 -1.094 -0.982 1.157 -0.976
H -2.766086 -2.652989 0.405668 -0.048 -0.032 -0.080 0.492
H -2.181608 -1.605325 1.411325 -0.250 -0.178 -0.719 0.516
O -2.460526 -1.742867 0.453250 0.259 0.155 0.743 -1.006
H 3.483360 -3.775447 -0.876042 0.099 0.375 -0.028 0.500
H 4.402995 -2.582276 -1.288912 -0.691 -0.307 0.323 0.500
O 3.537505 -2.806667 -0.888135 0.703 -0.095 -0.420 -0.970
H 2.965320 1.828617 1.724168 0.895 0.543 0.557 0.487
H 2.441865 0.545269 1.113373 0.303 -1.269 -0.106 0.503
O 2.248414 1.468065 1.232376 -1.047 0.890 -0.449 -0.979
H 2.282385 -1.706842 1.782938 0.012 0.039 -0.134 0.497
H 2.882838 -1.763106 0.342924 0.051 -0.239 -0.019 0.517
O 2.342610 -1.224606 0.948983 -0.333 0.125 0.109 -1.010
```
Positions in Å, forces in eV/Å.

Computed properties:
HOMO level: -0.4824 hartree
HOMO-LUMO gap: 10.7918 eV
E_LUMO: -0.0858 Ha
total charge: +1
relative energy (zero: lowest compared OMol25 entry of this formula, charge and spin): 0.000 eV

# C4H26BO21

A cluster of 14 separate species, C4H26BO21 in total at a distorted geometry (ωB97M-V/def2-TZVPD, OMol25).

Structure (XYZ):
```
52
Properties=species:S:1:pos:R:3:forces:R:3:nbo_charge:R:1
O 1.143980 0.211634 -3.544527 -0.086 -0.622 1.745 -0.598
C 1.075070 0.057524 -2.338997 1.501 -1.062 -2.328 0.724
O 0.298900 0.633794 -1.515377 -2.125 1.749 1.092 -0.650
B 0.432260 0.108194 -0.145747 0.430 0.642 -0.261 1.173
O 1.678920 -0.667486 -0.217257 -1.008 -0.172 0.415 -0.680
C 1.984690 -0.847756 -1.490797 2.085 -0.267 -0.647 0.681
O 2.950100 -1.452216 -1.874687 -0.871 0.063 -0.186 -0.547
O -0.842450 -0.624916 0.176673 2.231 1.002 -0.593 -0.646
C -1.183470 -0.207196 1.353103 -2.382 -1.601 2.349 0.671
O -2.104990 -0.710996 1.978203 1.157 1.046 -0.390 -0.572
C -0.269020 0.907614 1.875953 -0.612 2.433 1.800 0.702
O 0.635700 1.186414 0.914733 -1.493 -1.384 0.668 -0.638
O -0.476660 1.500484 2.958933 1.368 -1.892 -3.491 -0.592
O 4.589880 0.703144 -3.498067 0.359 0.150 0.054 -0.947
H 3.817400 1.196804 -3.773387 -0.277 0.189 -0.128 0.475
H 4.386380 -0.205136 -3.721347 -0.164 -0.268 0.064 0.472
O -2.418000 -2.137596 -1.590827 -0.333 -0.107 -0.410 -0.954
H -1.880190 -2.926366 -1.660357 0.147 -0.179 -0.028 0.464
H -2.135760 -1.725926 -0.774067 0.134 0.151 0.230 0.484
O 0.740020 4.595164 -0.120227 0.368 0.077 -0.202 -0.946
H 0.107150 3.963914 0.222163 -0.287 -0.219 0.234 0.482
H 0.427850 5.443214 0.195353 -0.072 0.179 0.050 0.462
O 1.310870 2.319744 -5.118997 0.371 0.690 -0.575 -0.970
H 0.539550 2.773994 -4.779937 -0.172 0.022 0.063 0.463
H 1.248980 1.436854 -4.754457 -0.198 -0.280 0.196 0.492
O -2.177740 0.901184 -3.816697 0.019 0.340 -0.280 -0.943
H -3.089360 0.664374 -3.646097 -0.207 -0.177 0.062 0.468
H -1.750230 0.840914 -2.962387 0.233 -0.191 0.278 0.475
O 0.286910 -2.477836 3.731073 -0.320 0.004 0.277 -0.953
H 0.613770 -2.716786 4.598423 0.250 -0.150 0.139 0.483
H -0.267230 -1.712836 3.885813 -0.323 0.353 -0.075 0.487
O -2.695770 2.856784 4.119533 -0.529 0.218 0.289 -0.958
H -2.278820 3.718384 4.124513 0.094 0.145 -0.021 0.458
H -2.004050 2.257034 3.840153 0.336 -0.337 -0.244 0.493
O 3.968190 1.611804 0.988283 0.367 0.024 -0.003 -0.936
H 3.213690 1.180234 0.587383 -0.206 -0.154 -0.082 0.473
H 3.608410 2.064444 1.751113 -0.156 0.127 0.130 0.464
O -1.710540 2.912524 -0.355367 0.053 -0.160 0.352 -0.957
H -1.094110 2.902594 -1.087587 0.262 -0.084 -0.380 0.483
H -2.546230 3.164004 -0.748587 -0.268 0.062 -0.021 0.479
O -5.064780 -2.114516 0.588103 -0.381 0.227 -0.070 -0.946
H -5.238780 -2.993786 0.252193 0.022 -0.159 -0.088 0.462
H -4.179370 -2.166026 0.948163 0.346 0.015 0.270 0.484
O 1.389440 -3.048966 1.349493 0.153 -0.420 -0.636 -0.984
H 1.772700 -2.198026 1.136803 0.214 0.222 -0.135 0.476
H 0.818850 -2.874836 2.098043 -0.075 -0.094 0.412 0.488
O -3.538460 -3.143476 3.381933 -0.243 -0.298 -0.016 -0.941
H -2.693080 -3.517916 3.629663 0.294 -0.080 -0.033 0.467
H -3.547020 -2.278356 3.791463 -0.023 0.350 -0.058 0.475
O 4.313760 -3.224916 -0.046217 0.457 -0.326 0.275 -0.955
H 4.460850 -2.744116 -0.860717 -0.134 0.247 -0.149 0.479
H 3.371830 -3.394786 -0.034567 -0.305 -0.043 0.087 0.476
```
Positions in Å, forces in eV/Å.

Computed properties:
HOMO level: -0.3056 hartree
HOMO-LUMO gap: 10.2090 eV
E_LUMO: 0.0696 Ha
total charge: -1
relative energy (zero: lowest compared OMol25 entry of this formula, charge and spin): 1.307 eV

# C4H26BO21

A cluster of 14 separate species, C4H26BO21 in total (ωB97M-V/def2-TZVPD, OMol25).

Structure (XYZ):
```
52
Properties=species:S:1:pos:R:3:forces:R:3:nbo_charge:R:1
O -15.368898 -13.684968 -41.947193 -0.292 0.081 0.002 -0.598
C -15.889060 -14.687734 -41.539586 0.692 -0.238 -0.325 0.704
O -17.072031 -15.160739 -41.869947 -0.240 -0.009 0.047 -0.669
B -17.258366 -16.511041 -41.265149 0.275 0.222 0.230 1.195
O -16.098475 -16.674387 -40.370778 0.165 -0.065 -0.246 -0.686
C -15.214804 -15.700536 -40.585128 -0.296 0.194 0.277 0.686
O -14.135618 -15.589196 -40.092585 -0.003 -0.074 -0.036 -0.535
O -17.313247 -17.556791 -42.295820 -0.320 0.087 0.156 -0.653
C -18.479693 -18.176755 -42.202782 -0.040 0.057 -0.083 0.675
O -18.893235 -19.050680 -42.905592 0.221 -0.128 -0.148 -0.559
C -19.260428 -17.561022 -41.023860 0.024 -0.353 0.227 0.683
O -18.522294 -16.584990 -40.515959 -0.024 0.016 -0.167 -0.666
O -20.319041 -17.953877 -40.628427 -0.111 0.187 -0.100 -0.557
O -19.340948 -20.326360 -45.911370 0.134 -0.080 -0.062 -0.956
H -19.141806 -19.608568 -45.297487 -0.217 0.006 0.150 0.491
H -19.793198 -19.892288 -46.639191 -0.021 0.099 0.033 0.464
O -11.178085 -15.819683 -38.506071 0.018 -0.167 0.159 -0.987
H -11.885054 -16.486350 -38.442191 0.021 -0.089 0.023 0.508
H -10.643111 -16.080077 -39.258076 -0.053 0.056 -0.103 0.468
O -20.738625 -17.505393 -44.970886 -0.117 0.116 -0.299 -0.969
H -20.447176 -16.930517 -44.259232 0.031 0.013 0.013 0.462
H -21.424283 -18.051628 -44.558197 0.234 -0.129 0.203 0.500
O -15.645239 -18.682296 -44.745859 0.073 -0.009 -0.126 -0.943
H -15.337943 -19.585827 -44.636148 -0.019 -0.037 0.006 0.464
H -16.587759 -18.725802 -44.554274 -0.028 0.046 0.128 0.478
O -18.335361 -13.376699 -39.727174 -0.008 -0.049 0.043 -0.955
H -18.457314 -12.533383 -40.172121 0.070 0.069 0.024 0.473
H -18.245334 -14.015340 -40.443356 -0.068 -0.030 -0.052 0.478
O -12.324709 -13.005061 -42.118581 0.114 0.026 -0.045 -0.954
H -13.275663 -13.163971 -42.137499 -0.206 -0.011 0.157 0.493
H -12.004291 -13.366126 -42.948756 0.020 -0.033 -0.006 0.458
O -14.960480 -14.943781 -36.891901 -0.143 -0.105 -0.037 -0.979
H -15.482494 -14.210478 -36.557191 0.035 0.057 0.005 0.473
H -14.481276 -14.578867 -37.654318 0.148 0.165 0.089 0.508
O -15.787450 -10.815946 -42.104992 -0.192 0.106 -0.044 -0.946
H -16.053006 -11.701642 -42.382735 0.224 -0.119 0.099 0.486
H -16.025478 -10.238990 -42.835117 0.003 0.008 -0.027 0.457
O -12.790445 -13.505226 -38.144639 -0.376 0.021 0.196 -0.972
H -12.596470 -13.582152 -39.085235 0.026 -0.066 -0.068 0.490
H -12.435336 -14.326514 -37.777978 0.329 0.167 -0.220 0.491
O -18.829219 -15.446191 -37.223489 -0.087 -0.003 0.108 -0.944
H -18.291101 -14.660373 -37.099656 0.006 0.058 -0.109 0.463
H -18.910645 -15.521926 -38.180130 0.010 -0.029 -0.045 0.481
O -13.058330 -17.838161 -37.812706 0.017 -0.083 -0.026 -0.981
H -14.029045 -17.861379 -37.752377 -0.151 0.115 0.075 0.507
H -12.784271 -18.757715 -37.830966 0.013 -0.039 0.014 0.469
O -16.030179 -17.498828 -37.521341 0.600 -0.227 -0.073 -0.987
H -16.003756 -17.304157 -38.469545 -0.235 0.062 0.137 0.481
H -15.739009 -16.670755 -37.099253 -0.187 0.058 -0.172 0.502
O -22.014908 -19.193205 -43.051941 -0.361 -0.048 0.100 -0.968
H -21.577092 -19.185456 -42.190731 0.236 0.169 -0.036 0.502
H -22.389056 -20.073298 -43.138590 0.054 -0.041 -0.046 0.472
```
Positions in Å, forces in eV/Å.

Computed properties:
HOMO level: -0.3057 hartree
HOMO-LUMO gap: 10.7100 eV
E_LUMO: 0.0879 Ha
total charge: -1
relative energy (zero: lowest compared OMol25 entry of this formula, charge and spin): 0.000 eV

# C4H26N2O9

A cluster of 9 separate species, C4H26N2O9 in total at a distorted geometry (ωB97M-V/def2-TZVPD, OMol25).

Structure (XYZ):
```
41
Properties=species:S:1:pos:R:3:forces:R:3:nbo_charge:R:1
C -0.100134 -2.167013 1.205881 0.338 0.024 -1.075 -0.423
N -0.273894 -1.702624 -0.177462 -0.065 0.171 -0.372 -0.662
C 2.067922 -1.020340 -0.863859 -0.101 -1.100 -0.488 -0.659
C 0.587941 -0.642387 -0.699384 0.608 -0.010 1.755 -0.167
C 0.388389 0.535936 0.244045 -0.209 0.971 -1.295 0.711
N -0.359900 1.518251 -0.311901 0.373 -0.925 0.568 -0.815
O 0.832358 0.667702 1.378837 0.400 -0.302 0.606 -0.731
H -0.250781 -3.245642 1.183000 -0.129 -0.023 0.208 0.198
H 0.913259 -1.972906 1.562393 -0.049 0.024 0.321 0.181
H -0.848012 -1.699611 1.842540 0.103 -0.006 0.278 0.182
H -0.202880 -2.484090 -0.820783 -0.130 -0.014 0.264 0.387
H 2.689042 -0.926086 0.019827 -0.137 0.084 0.326 0.208
H 2.600011 -0.567591 -1.701205 -0.293 0.508 0.034 0.212
H 2.021806 -2.082562 -1.135877 0.303 0.026 0.157 0.233
H 0.180252 -0.342731 -1.642413 -0.173 0.004 -0.701 0.202
H -0.589494 2.263761 0.315705 -0.166 0.654 -0.636 0.379
H -0.578860 1.467263 -1.296945 -0.347 0.448 0.003 0.439
H 0.137293 -4.399998 -2.235985 0.008 -0.422 0.002 0.387
H 0.783748 -5.074467 -0.934142 -0.139 -0.292 -0.434 0.465
O 0.476805 -4.258296 -1.340560 0.125 0.580 0.266 -1.169
H -1.652609 4.376589 1.181209 0.243 0.146 0.565 0.472
H -2.961408 3.625988 1.549063 0.252 -0.008 0.377 0.489
O -2.463598 4.022209 0.832008 -0.435 -0.047 -0.998 -0.959
H 2.353990 2.202118 1.655753 -0.754 -0.356 -0.246 0.484
H 3.623367 2.907337 1.989509 -0.009 0.301 -0.109 0.458
O 2.760472 3.068060 1.587299 0.573 0.024 0.301 -0.946
H -2.919952 -0.766543 -3.430952 -0.034 -0.236 -0.122 0.413
H -1.597653 -1.363192 -2.872585 -0.132 -0.216 -0.146 0.383
O -1.989659 -0.558893 -3.262407 0.283 0.406 0.161 -1.282
H -2.879602 -0.381727 0.283843 0.245 -0.043 -0.137 0.467
H -3.284332 -0.951815 -1.074795 0.259 0.006 -0.074 0.467
O -3.488849 -0.994135 -0.135721 -0.552 0.012 0.258 -0.974
H 2.973480 -0.472072 3.964444 0.035 -0.145 0.007 0.465
H 3.166235 0.180416 2.629087 -0.087 -0.207 -0.216 0.475
O 3.581617 -0.460741 3.217943 -0.064 0.278 0.130 -0.940
H -0.579115 1.034242 -3.916290 -0.144 -0.005 0.242 0.499
H -0.747521 2.548345 -3.742298 -0.097 -0.015 -0.045 0.462
O -0.165067 1.817739 -3.517502 0.119 -0.095 0.020 -0.986
H -1.350750 2.083019 2.008269 0.488 -0.505 0.382 0.482
H -1.145917 1.948715 3.584107 0.427 -0.292 -0.432 0.485
O -1.708013 2.267766 2.878322 -0.933 0.596 0.293 -0.972
```
Positions in Å, forces in eV/Å.

Computed properties:
HOMO level (spin up / spin down): 0.0052 / -0.2071 hartree
2S+1: 2
HOMO-LUMO gap (spin up / spin down): 2.3261 / 8.0868 eV
E_LUMO (spin up / spin down): 0.0907 / 0.0901 Ha
total charge: -1
relative energy (zero: lowest compared OMol25 entry of this formula, charge and spin): 0.000 eV
expectation value of S²: 0.75

# C4H26NO9

A cluster of 10 separate species, C4H26NO9 in total at a distorted geometry (ωB97M-V/def2-TZVPD, OMol25).

Structure (XYZ):
```
40
Properties=species:S:1:pos:R:3:forces:R:3:nbo_charge:R:1
C -1.872693 1.976264 0.742379 0.065 -0.101 0.642 -0.646
C -1.688352 0.660830 0.045704 0.018 -0.723 -1.068 0.159
C -2.725378 -0.197191 -0.065554 0.136 -0.172 0.079 -0.581
C -0.253686 -0.577032 -1.484709 -0.334 -0.659 -0.748 -0.208
N -0.489369 0.458304 -0.655667 -0.520 1.413 1.306 -0.602
H -2.085981 1.821411 1.805518 -0.137 0.004 -0.071 0.211
H -0.995152 2.611280 0.714063 -0.016 0.079 -0.252 0.202
H -2.729025 2.488329 0.294588 0.227 0.108 0.108 0.220
H -2.704190 -1.004356 -0.779865 0.036 -0.254 0.268 0.215
H -3.600297 -0.113849 0.564482 -0.110 0.356 -0.177 0.188
H 0.714608 -0.827550 -1.870560 0.216 0.401 0.297 0.187
H -1.064988 -1.224366 -1.761144 -0.086 0.108 0.068 0.187
H 0.260376 1.043286 -0.270592 -0.124 -0.539 -0.674 0.428
H -3.514542 -2.850010 -2.826986 -0.171 0.405 -0.167 0.458
H -2.114761 -3.218766 -2.740564 0.339 0.265 0.031 0.476
O -2.667777 -2.574326 -3.197369 -0.274 -0.452 -0.131 -0.935
H 0.953933 2.952705 0.972520 0.261 -0.024 0.119 0.507
H 2.142778 1.972038 1.250680 -0.163 0.201 0.263 0.482
O 1.407045 2.152050 0.659098 0.315 -0.003 -0.252 -0.983
H 3.815268 0.151299 -0.002732 -0.114 -0.059 -0.052 0.483
H 5.144089 -0.553532 -0.239240 0.018 -0.116 -0.040 0.481
O 4.221930 -0.722060 -0.024683 0.182 0.217 -0.113 -0.956
H 2.905917 -1.793694 0.892395 0.164 0.172 0.455 0.502
H 2.918995 -1.888824 2.444358 0.153 0.060 -0.114 0.481
O 2.342863 -1.774449 1.684582 -0.205 -0.297 -0.294 -0.982
H 1.701986 1.343769 -3.948548 -0.087 0.040 -0.009 0.460
H 0.389473 1.542426 -3.189655 -0.204 -0.004 0.128 0.478
O 1.059920 0.886863 -3.393262 0.579 0.194 -0.420 -0.937
H -2.935800 -4.304905 -0.428350 -0.341 0.253 -0.063 0.461
H -1.479940 -4.108404 -0.540660 0.374 0.642 0.079 0.482
O -2.302102 -3.614347 -0.663567 -0.122 -1.135 0.234 -0.937
H -0.818444 -2.222185 1.131462 0.525 -0.155 0.513 0.489
H 0.767701 -2.538828 0.733544 -0.442 0.211 1.190 0.498
O -0.123673 -2.287401 0.474622 -0.160 -0.472 -1.253 -0.989
H 1.310463 0.354078 2.375085 0.332 0.059 -0.204 0.489
H 1.110441 0.226681 3.820606 0.247 0.209 0.346 0.469
O 1.699822 0.676037 3.202518 -0.589 -0.304 -0.050 -0.959
H 1.221266 5.206172 1.410502 -0.194 0.276 0.172 0.486
H -0.335789 5.148572 1.644625 0.166 0.170 0.139 0.492
O 0.413080 4.723676 1.220383 0.043 -0.374 -0.283 -0.959
```
Positions in Å, forces in eV/Å.

Computed properties:
HOMO level (spin up / spin down): -0.1642 / -0.2646 hartree
2S+1: 2
HOMO-LUMO gap (spin up / spin down): 4.6930 / 7.4234 eV
E_LUMO (spin up / spin down): 0.0083 / 0.0082 Ha
relative energy (zero: lowest compared OMol25 entry of this formula, charge and spin): 0.000 eV
expectation value of S²: 0.76